Record 1
81
Properties=species:S:1:pos:R:3:lowdin_spin:R:1 method="wB97M-V/def2-TZVPD" gap_ev="6.70 / 3.96" spin_multiplicity=4 total_charge=+1
C -4.8244 0.5325 5.0111 0.0468
N -4.6077 0.5897 3.5685 0.5047
C -5.8346 0.5194 2.7786 0.0475
C -3.3325 0.6174 2.9939 0.0795
C -2.8749 -0.4535 2.1876 0.0688
C -1.6789 -0.3697 1.4972 0.0051
C -0.9251 0.8057 1.5075 0.1083
C 0.2984 0.9731 0.5899 0.0726
C 1.5708 0.8282 1.3060 0.4751
C 1.8778 1.8647 2.2685 0.0576
O 1.4184 2.9922 2.2367 0.1272
O 2.6243 1.4950 3.3826 0.0086
C 3.5718 0.4306 3.2000 0.0012
C 4.7352 0.8899 2.3305 0.0057
C 4.0176 0.0018 4.6060 -0.0002
O 2.8930 -0.7149 2.6106 0.0029
C 1.8978 -0.5222 1.6930 0.0556
O 1.2727 -1.4932 1.2838 0.1377
C -1.3612 1.8568 2.3168 0.0018
C -2.4941 1.7521 3.1145 0.0732
H -3.8593 0.5617 5.5377 0.0002
H -5.4583 1.3799 5.3316 0.0151
H -5.3554 -0.4031 5.2700 0.0249
H -5.6230 0.4632 1.6992 0.0006
H -6.4230 -0.3621 3.0824 0.0159
H -6.4535 1.4129 2.9860 0.0260
H -3.4912 -1.3558 2.1265 0.0009
H -1.3387 -1.2199 0.9041 0.0008
H 0.2715 0.2163 -0.1907 0.0098
H 0.2863 1.9718 0.1485 0.0098
H 4.3554 1.3228 1.3954 0.0035
H 5.2920 1.6673 2.8829 0.0003
H 5.4048 0.0489 2.1122 0.0000
H 3.1397 -0.2371 5.2205 0.0000
H 4.6626 -0.8785 4.5442 0.0000
H 4.5775 0.8150 5.0804 0.0000
H -0.8060 2.7880 2.3162 0.0001
H -2.8018 2.5818 3.7568 0.0011
O -4.6559 -0.1957 -0.3016 -0.0022
C -4.1121 -0.5267 -1.2835 -0.0038
Cr -3.2395 -0.6973 -2.9524 0.0588
C -2.1675 0.7065 -2.2917 0.0003
O -1.6685 1.6783 -1.8721 -0.0025
C -4.1804 0.9219 -3.3442 -0.0020
O -4.6213 1.9994 -3.3860 -0.0019
C -4.2426 -2.1615 -4.2124 0.0021
C -3.7637 -2.8018 -3.0534 -0.0021
C -2.4269 -2.6583 -2.6564 0.0118
C -1.5251 -1.8470 -3.3845 0.0164
C -0.2457 -1.4420 -2.8102 0.1542
C 0.7731 -0.8766 -2.4220 0.0243
C 2.0038 -0.3984 -1.9536 0.3096
C 2.4047 0.9283 -2.4166 0.0135
C 1.7735 1.4272 -3.5907 0.0621
C 2.1661 2.6162 -4.2036 -0.0084
C 3.2013 3.3730 -3.6391 0.0684
C 3.7730 2.9547 -2.4291 -0.0074
C 3.3348 1.7836 -1.7843 0.0661
C 2.8289 -1.3679 -1.2473 0.0072
C 2.4231 -2.7323 -1.2860 0.0755
C 3.1621 -3.7466 -0.6912 -0.0061
C 4.3176 -3.4263 0.0270 0.0859
C 4.6946 -2.0812 0.1513 -0.0087
C 3.9999 -1.0683 -0.5125 0.0739
C -2.0136 -1.2632 -4.5867 0.0075
C -3.3408 -1.4139 -4.9888 -0.0023
H -5.2930 -2.2635 -4.5174 0.0000
H -4.4458 -3.4026 -2.4453 -0.0001
H -2.0554 -3.1602 -1.7591 0.0004
H 0.9632 0.8450 -4.0296 0.0027
H 1.6891 2.9495 -5.1283 -0.0018
H 3.5287 4.3013 -4.1224 0.0037
H 4.5707 3.5563 -1.9883 -0.0017
H 3.6563 1.5803 -0.7633 0.0066
H 1.4857 -2.9931 -1.7740 0.0049
H 2.8267 -4.7799 -0.7841 -0.0023
H 4.8964 -4.2123 0.5167 0.0049
H 5.5637 -1.8355 0.7697 -0.0022
H 4.3534 -0.0417 -0.4509 0.0055
H -1.3198 -0.6674 -5.1845 0.0003
H -3.6972 -0.9292 -5.9046 -0.0001

***

Record 2
86
Properties=species:S:1:pos:R:3:lowdin_spin:R:1 method="wB97M-V/def2-TZVPD" de_lowest_kj_mol=0.0 gap_ev="5.71 / 6.17" spin_multiplicity=4 total_charge=+3
W -0.3319 0.1066 -1.6589 1.7431
O -1.0332 -1.1475 -5.7448 0.0078
C -0.8055 -1.0159 -4.4711 0.0116
O -1.2285 -0.0848 -3.7680 0.0297
C -0.0270 -2.0912 -3.8281 0.0180
C 0.3555 -3.2847 -4.4125 -0.0022
C 0.9251 -4.2658 -3.5990 0.0294
C 1.0186 -4.0477 -2.2325 -0.0058
C 0.6067 -2.8226 -1.7254 0.0307
N 0.1547 -1.8397 -2.5090 0.0185
C 0.4698 -2.5383 -0.2627 0.0076
O 0.7545 -3.3549 0.5678 0.0198
O -0.0563 -1.3450 -0.0028 0.0424
H -1.5980 -0.4368 -6.0996 0.0002
H 0.1884 -3.4517 -5.4671 -0.0004
H 1.2407 -5.2063 -4.0271 0.0014
H 1.3746 -4.8035 -1.5471 -0.0005
C -0.9879 4.4690 -2.1699 0.0362
C -0.5558 3.0396 -2.2149 0.2413
N -1.2386 1.9893 -1.7080 0.1277
N -2.5756 2.1551 -1.3730 0.0087
C -3.3465 1.0978 -1.1169 0.0214
N -4.6197 1.2831 -0.7875 0.0124
S -2.7073 -0.4928 -1.1564 0.0664
C 0.6614 2.6542 -2.8424 0.0773
C 1.5627 3.5520 -3.4451 0.0511
C 2.6459 3.0698 -4.1334 0.0582
C 2.8396 1.6804 -4.2215 0.0556
C 1.9601 0.8451 -3.5871 0.0593
N 0.8891 1.2981 -2.8874 0.1062
H -1.9532 4.6384 -1.6996 -0.0004
H -1.0393 4.8886 -3.1758 0.0104
H -0.2640 5.0609 -1.6036 0.0117
H -2.9400 3.1013 -1.3330 0.0000
H -5.0626 2.1899 -0.7840 0.0003
H -5.2082 0.4814 -0.6153 0.0010
H 1.3858 4.6142 -3.3743 0.0022
H 3.3388 3.7481 -4.6099 0.0016
H 3.6731 1.2665 -4.7693 0.0018
H 2.1031 -0.2311 -3.6048 0.0035
C -4.1012 -4.1223 2.8794 0.0003
C -4.2022 -2.7583 3.1070 0.0000
C -3.1096 -1.9374 2.8789 0.0007
C -1.9014 -2.4758 2.4231 0.0009
C -1.8074 -3.8551 2.2117 0.0004
C -2.9046 -4.6691 2.4340 0.0000
Ge -0.4050 -1.2763 2.3029 0.0017
C -0.8507 0.6074 2.4289 0.0015
C -0.0300 1.4502 3.1825 0.0001
C -0.3576 2.7871 3.3592 0.0014
C -1.5140 3.3004 2.7887 -0.0001
C -2.3578 2.4633 2.0676 0.0011
C -2.0318 1.1257 1.8951 0.0019
C 1.3253 -1.7333 2.9871 0.0005
C 2.4300 -0.8963 2.8154 0.0002
C 3.6554 -1.2351 3.3626 0.0001
C 3.7817 -2.4076 4.0966 0.0001
C 2.6878 -3.2418 4.2791 0.0001
C 1.4640 -2.9123 3.7195 0.0002
H -4.9507 -4.7642 3.0638 0.0000
H -5.1256 -2.3365 3.4774 0.0000
H -3.1983 -0.8772 3.0866 0.0000
H -0.8770 -4.2975 1.8898 0.0001
H -2.8239 -5.7353 2.2770 0.0000
H 0.8593 1.0611 3.6618 0.0000
H 0.2788 3.4259 3.9550 0.0000
H -1.7702 4.3406 2.9353 0.0000
H -3.2954 2.8487 1.6875 0.0000
H -2.7215 0.4632 1.3897 0.0003
H 2.3318 0.0325 2.2614 0.0001
H 4.5095 -0.5836 3.2365 0.0000
H 4.7354 -2.6679 4.5343 0.0000
H 2.7885 -4.1477 4.8598 0.0000
H 0.6170 -3.5706 3.8665 0.0000
N 1.6257 5.0781 2.0222 -0.0013
C 1.8461 4.0492 1.5698 -0.0002
C 2.0954 2.7819 0.9515 0.0013
C 3.3681 2.2279 0.8890 0.0126
C 3.5191 1.0006 0.2540 0.0020
C 2.4166 0.4044 -0.3186 0.0225
N 1.1834 0.9546 -0.2837 0.0217
C 1.0235 2.1116 0.3712 0.0174
H 4.2121 2.7405 1.3294 0.0006
H 4.4822 0.5148 0.1968 -0.0002
H 2.5094 -0.5476 -0.8327 0.0046
H 0.0206 2.5105 0.4500 0.0022

***

Record 3
85
Properties=species:S:1:pos:R:3:lowdin_spin:R:1 method="wB97M-V/def2-TZVPD" gap_ev="6.60 / 6.43" spin_multiplicity=2
Ag 2.2171 2.2304 -0.4003 0.1675
C -0.2126 1.0789 4.5524 0.0000
N 0.9577 1.3302 3.7348 0.0004
C 0.9870 1.7490 2.4640 0.0023
N 2.2328 1.7539 2.0299 0.0077
C 2.9419 1.3241 3.1088 0.0003
N 2.2057 1.0589 4.1641 0.0006
C -1.0359 -0.1416 4.1603 0.0000
C -2.1393 -0.4412 4.9525 0.0000
C -2.9389 -1.5367 4.6704 0.0000
C -2.6469 -2.3553 3.5956 0.0000
C -1.5419 -2.0690 2.7983 0.0000
C -0.7415 -0.9609 3.0786 0.0000
C -1.2422 -2.9714 1.6935 0.0000
N -1.9499 -3.9867 1.3151 0.0000
N -1.2943 -4.5579 0.2563 0.0000
C -0.2232 -3.8610 0.0531 0.0000
O -0.1198 -2.8467 0.9447 0.0001
C 0.8083 -4.1311 -0.9417 0.0000
C 0.6200 -5.1975 -1.8214 0.0000
C 1.6021 -5.5032 -2.7424 0.0000
C 2.7751 -4.7610 -2.7901 0.0000
C 2.9717 -3.6965 -1.9217 0.0000
C 4.2789 -2.9215 -1.9877 0.0000
N 4.1112 -1.4797 -1.9462 0.0000
C 3.9885 -0.6811 -0.8797 0.0014
N 3.6663 0.5346 -1.2678 0.0095
C 3.6046 0.4247 -2.6255 -0.0001
N 3.8594 -0.7825 -3.0725 0.0003
C 1.9768 -3.3774 -1.0038 0.0000
H -0.8408 1.9698 4.5211 0.0000
H 0.1421 0.9603 5.5726 0.0000
H 0.1063 2.0236 1.8958 0.0011
H 4.0141 1.2072 3.1050 0.0000
H -2.3754 0.1933 5.8012 0.0000
H -3.7888 -1.7597 5.3035 0.0000
H -3.2568 -3.2154 3.3544 0.0000
H 0.1161 -0.7748 2.4455 0.0000
H -0.2948 -5.7710 -1.7577 0.0000
H 1.4583 -6.3246 -3.4327 0.0000
H 3.5432 -5.0114 -3.5134 0.0000
H 4.7855 -3.1466 -2.9219 0.0000
H 4.9373 -3.2055 -1.1665 0.0000
H 4.1626 -1.0036 0.1362 0.0000
H 3.3620 1.2523 -3.2736 -0.0004
H 2.0998 -2.5507 -0.3150 0.0000
C -0.8171 4.3844 -1.6311 -0.0009
Ge -0.2356 2.5464 -1.1107 0.0593
C -0.6123 1.5183 -2.7783 0.0154
C 0.1812 0.4151 -3.0999 0.0037
C -0.0130 -0.3106 -4.2667 0.0001
C -1.0193 0.0663 -5.1481 -0.0001
C -1.8226 1.1573 -4.8478 0.0007
C -1.6157 1.8765 -3.6754 0.0024
C -1.7266 2.1397 0.1962 0.0177
C -2.0854 3.1852 1.0187 0.0038
C -3.1996 3.1242 1.8814 0.0002
C -3.9835 2.0080 1.9053 0.0027
C -3.6535 0.8902 1.1044 0.0005
C -4.4652 -0.2721 1.1050 0.0003
C -4.1459 -1.3529 0.3368 -0.0004
C -2.9608 -1.3442 -0.4280 0.0003
C -2.1484 -0.2466 -0.4289 0.0003
C -2.4914 0.9332 0.2797 0.0025
H -1.9056 4.4393 -1.7009 -0.0001
H -0.3879 4.6342 -2.6055 -0.0002
H -0.4825 5.1413 -0.9180 -0.0001
H 0.9624 0.1104 -2.4078 0.0032
H 0.6190 -1.1634 -4.4887 0.0000
H -1.1667 -0.4871 -6.0682 0.0000
H -2.6144 1.4481 -5.5283 0.0001
H -2.2524 2.7274 -3.4539 0.0003
H -1.5162 4.1102 0.9808 0.0001
H -3.4508 3.9813 2.4963 0.0000
H -4.8671 1.9575 2.5320 0.0002
H -5.3541 -0.2845 1.7279 0.0000
H -4.7823 -2.2298 0.3277 0.0000
H -2.6913 -2.2198 -1.0053 0.0000
H -1.2270 -0.2689 -0.9865 0.0005
C 3.1731 5.0929 0.5035 0.0980
C 3.3817 4.0431 -0.5681 0.3416
O 4.1765 4.1494 -1.4355 0.2470
H 4.0286 5.7681 0.5377 0.0094
H 3.0152 4.6155 1.4701 -0.0002
H 2.2669 5.6484 0.2520 0.0004

***

Record 4
88
Properties=species:S:1:pos:R:3:lowdin_spin:R:1 method="wB97M-V/def2-TZVPD" de_lowest_kj_mol=149.4 gap_ev="4.94 / 5.83" spin_multiplicity=2 total_charge=+2
Al 0.1274 -2.5996 1.9157 0.1941
C 4.7948 -0.3554 3.3348 0.0041
N 3.4176 0.1218 3.3716 0.0457
C 3.0777 1.4676 3.4681 0.0082
C 1.7656 1.6066 3.2920 0.0329
N 1.2326 0.2436 3.1620 0.0502
C 2.2482 -0.6307 3.2486 0.0951
S 2.2397 -2.3928 2.8496 0.1697
C -0.1447 -0.0433 3.1951 0.1976
C -1.0413 0.6579 4.0206 -0.0052
C -2.4369 0.5941 3.7949 0.2288
C -2.8528 -0.1217 2.6599 0.0482
C -1.9194 -0.6992 1.8439 0.1500
N -0.6232 -0.8502 2.2372 0.2187
H 5.3897 0.1738 4.0413 0.0004
H 5.2327 -0.2137 2.2830 0.0015
H 4.7710 -1.4466 3.5586 0.0026
H 3.7664 2.2859 3.7232 0.0010
H 1.1067 2.4657 3.0776 0.0013
H -0.7150 1.3534 4.8069 -0.0030
H -3.1365 1.0309 4.4844 0.0139
H -3.8939 -0.2276 2.4173 -0.0015
H -2.1946 -1.1880 0.9547 0.0050
N -0.2678 -3.3432 5.4499 0.0027
C -0.6956 -4.1722 4.4937 0.0046
N -0.6409 -3.8811 3.1741 0.0090
C -1.5670 -4.6235 2.4365 0.0016
C -2.2638 -5.5319 3.1897 0.0011
S -1.7809 -5.4750 4.8328 0.0008
C -1.6334 -4.5690 0.9498 0.0060
C -2.2184 -5.3624 0.0094 0.0005
S -1.7899 -4.8284 -1.5628 0.0016
C -0.7815 -3.5525 -0.8868 0.0150
N -0.8265 -3.5074 0.4593 0.0521
N -0.1868 -2.6362 -1.6791 -0.0115
H 0.2248 -2.4828 5.1945 0.0022
H -0.3451 -3.6539 6.4072 0.0002
H -2.9496 -6.3800 2.8616 0.0001
H -2.8521 -6.2609 0.2852 0.0003
H -0.1308 -2.8455 -2.6516 -0.0004
H -0.3389 -1.6301 -1.4889 -0.0425
C 0.7730 1.6014 -6.2687 -0.0176
C 1.5507 1.4820 -5.1307 0.0009
C 0.9020 1.3358 -3.8972 -0.0212
C -0.4825 1.3337 -3.7693 -0.0885
C -1.2672 1.6114 -4.9232 -0.0219
C -0.6186 1.8266 -6.1209 -0.0020
Ge -1.2606 1.2930 -1.9811 -0.4801
C -0.6625 3.0292 -1.1863 -0.0803
C 0.0328 4.0436 -1.8816 -0.0196
C 0.3947 5.2328 -1.2629 -0.0012
C 0.2320 5.3742 0.1039 -0.0142
C -0.5040 4.4063 0.8415 0.0020
C -1.0071 3.2764 0.1750 -0.0196
C -3.1769 1.5306 -2.1717 -0.0908
C -3.7273 2.7802 -2.5580 -0.0137
C -5.0354 3.1188 -2.2309 -0.0056
C -5.8512 2.1209 -1.6734 -0.0005
C -5.3881 0.8366 -1.4796 -0.0004
C -4.0558 0.5362 -1.7576 -0.0148
H 1.2198 1.4986 -7.2465 -0.0010
H 2.6486 1.5232 -5.1042 0.0001
H 1.5723 1.3231 -3.0332 -0.0015
H -2.3461 1.7039 -4.8504 -0.0014
H -1.1497 2.1046 -7.0117 -0.0004
H 0.3702 3.8784 -2.9212 -0.0008
H 0.8590 6.0394 -1.8750 -0.0002
H 0.6706 6.2327 0.6452 -0.0008
H -0.6769 4.5353 1.9326 0.0002
H -1.6610 2.5819 0.7143 -0.0015
H -3.0837 3.4347 -3.1068 -0.0007
H -5.4617 4.1009 -2.4126 -0.0008
H -6.8258 2.4766 -1.4228 0.0000
H -6.0418 0.0429 -1.1692 -0.0001
H -3.6926 -0.4552 -1.5732 -0.0059
O 2.3143 -0.8314 0.2870 0.0775
B 2.4563 -2.0987 0.8869 0.2271
O 3.2641 -2.9079 0.0388 0.0738
C 3.7153 -2.1102 -1.0512 0.0074
C 4.8213 -2.3253 -1.8128 0.0030
C 5.3299 -1.1927 -2.4584 0.0018
C 4.8079 0.0824 -2.2767 0.0021
C 3.7097 0.3324 -1.4075 0.0020
C 3.1597 -0.8001 -0.9163 0.0059
H 5.2242 -3.3041 -1.8476 0.0003
H 6.1507 -1.3342 -3.2356 0.0002
H 5.2758 0.9066 -2.8283 0.0002
H 3.3540 1.2962 -0.9863 0.0002

***

Record 5
82
Properties=species:S:1:pos:R:3:mulliken_charge:R:1 method="wB97M-V/def2-TZVPD" de_lowest_kj_mol=9.6 gap_ev=6.82 total_charge=+1
Ca -0.0698 0.4695 -0.0657 1.5022
C 3.2807 1.0696 0.8321 -1.6964
C 2.7540 1.4214 2.2105 -1.1464
C 1.5735 0.5783 2.6557 1.1964
C 0.8081 1.1526 3.7674 -0.8234
C 0.0764 0.5194 4.6911 -1.2906
C -0.1757 -0.9094 4.8567 0.1392
C 0.3105 -1.4498 2.2964 -0.5513
N 1.4000 -0.5304 2.0349 -0.4927
N 2.3684 1.4274 -0.2778 1.3433
C 2.9884 0.8803 -1.5066 -1.4828
C 2.1860 0.8710 -2.7952 0.8503
C 2.5103 -0.0738 -3.7571 -0.9848
C 1.8300 -0.0641 -4.9610 -0.4947
C 0.8364 0.8787 -5.1629 -0.6047
C 0.5604 1.7648 -4.1372 -0.4800
N 1.2203 1.7688 -2.9777 0.0885
C 2.2475 2.9012 -0.3656 -1.4834
C 1.1287 3.4965 0.4529 0.3923
C 1.2031 4.8174 0.8808 -1.0808
C 0.1367 5.3702 1.5662 -0.4949
C -0.9848 4.5907 1.8231 -0.9428
C -0.9814 3.2885 1.3760 -0.5945
N 0.0478 2.7448 0.7010 0.7598
H 3.4477 -0.0019 0.7963 0.6028
H 4.2477 1.5660 0.6835 0.5064
H 2.4987 2.4784 2.2868 0.3090
H 3.5562 1.2605 2.9353 0.6383
H 0.9171 2.2273 3.8762 0.4296
H -0.3912 1.1414 5.4482 0.4029
H -0.9757 -1.1534 5.5426 0.5584
H 0.5797 -2.3747 1.7756 0.3244
H 3.2719 -0.1498 -1.2939 0.5722
H 3.9269 1.4183 -1.7054 0.4345
H 3.2787 -0.8137 -3.5621 0.4470
H 2.0588 -0.7980 -5.7239 0.4243
H 0.2682 0.9122 -6.0829 0.4390
H -0.2322 2.4987 -4.2371 0.5558
H 2.0168 3.1529 -1.3971 0.6524
H 3.1959 3.3850 -0.1035 0.3409
H 2.0925 5.3997 0.6723 0.5486
H 0.1773 6.3996 1.9014 0.4329
H -1.8370 4.9860 2.3593 0.4977
H -1.8306 2.6355 1.5580 0.4544
N -1.9484 -2.7901 2.6041 0.0173
C -1.0387 -2.9460 3.6652 -0.4110
C -1.1179 -3.8984 4.6024 -0.7870
C -0.0959 -3.9958 5.6326 -0.6075
C 0.9059 -3.1127 5.7316 -1.1390
C 0.9672 -1.9361 4.8492 0.0744
C -0.0154 -1.8877 3.7134 1.5163
N -0.9047 -0.9318 1.6862 -0.2355
C -1.9540 -1.6533 1.8413 -0.0270
C -3.1960 -1.2191 1.1823 -0.0846
C -4.4036 -1.8439 1.1944 -0.5463
S -5.5177 -0.9601 0.2599 -0.1284
C -4.3008 0.2160 -0.0594 -0.2447
N -3.1522 -0.0355 0.4812 0.1918
H -2.7425 -3.4069 2.5683 0.2763
H -1.9167 -4.6332 4.5778 0.4298
H -0.1349 -4.8448 6.3041 0.4173
H 1.7111 -3.2638 6.4399 0.4245
H 1.9409 -1.4971 4.6729 0.4554
H -4.7005 -2.7646 1.6765 0.3302
H -4.4973 1.0791 -0.6883 0.4507
C -3.8767 1.9677 -4.1704 -0.7763
C -3.1820 2.5172 -3.0689 -0.2707
C -2.2825 1.7500 -2.3816 -0.7138
C -2.0053 0.3973 -2.7318 1.6562
C -1.0487 -0.3744 -1.9798 -0.5893
C -0.8412 -1.6575 -2.4525 -0.3834
C -1.5262 -2.2138 -3.5643 -0.9600
C -2.4455 -1.4717 -4.2459 -1.0015
C -2.7074 -0.1355 -3.8477 0.5957
C -3.6404 0.6745 -4.5464 -0.8548
H -4.5871 2.5766 -4.7160 0.4076
H -3.3649 3.5459 -2.7789 0.4343
H -1.7473 2.1890 -1.5430 0.2645
H -0.1310 -2.3151 -1.9443 0.3841
H -1.3221 -3.2354 -3.8709 0.4209
H -2.9763 -1.8836 -5.0986 0.4012
H -4.1653 0.2487 -5.3964 0.4131